The following is a quantum chemistry calculation of a cluster of 2 separate species, C4H12 in total at a distorted geometry, from the Open Molecules 2025 dataset.

Structure (XYZ):
```
16
Properties=species:S:1:pos:R:3:mulliken_charge:R:1
C -2.30 0.54 -0.74 -0.699
C -2.04 0.13 0.77 -0.820
H -1.39 1.04 -1.07 0.208
H -2.45 -0.39 -1.28 0.227
H -3.18 1.18 -0.78 0.300
H -1.58 -0.85 0.90 0.263
H -2.91 0.32 1.39 0.320
H -1.27 0.83 1.15 0.216
C 2.32 -1.09 -0.14 -0.793
C 2.02 0.41 0.09 -0.479
H 1.39 -1.63 -0.28 0.274
H 2.94 -1.15 -1.04 0.251
H 2.78 -1.55 0.74 0.257
H 0.94 0.55 0.08 -0.113
H 2.53 1.11 -0.59 0.314
H 2.37 0.77 1.06 0.276
```

Structure (SMILES): CC.CC
Highest occupied orbital energy (eV): -11.74
Frontier orbital gap (Eh): 0.4739
ΔE to the lowest compared entry with this formula, charge and spin (eV): 0.4420